No. 1
88
Properties=species:S:1:pos:R:3:forces:R:3 method="wB97M-V/def2-TZVPD" e_tot_ha=-3904.18174 spin_multiplicity=2 mol_weight_da=835.64 homo_lumo_gap_ha="0.1811 / 0.1774" homo_energy_ev="-6.677 / -6.684"
C 6.014593 -3.909710 1.677482 0.072 0.027 -0.041
H 3.323976 -3.977990 -1.145302 0.093 -0.094 -0.003
H 0.446728 5.189002 1.450364 0.068 0.176 -0.022
H -1.737510 2.913558 4.245719 -0.042 0.046 -0.053
H -1.659631 -1.308894 3.492595 0.023 -0.082 -0.072
C 0.259750 0.506536 -2.783849 -0.128 0.312 0.302
C -3.842370 -0.300623 -0.640376 0.012 0.045 -0.024
C -3.032772 -2.333853 0.337305 0.033 -0.067 0.031
C 0.940581 -1.196502 4.065395 0.115 -0.467 -0.054
N 1.283772 -0.523177 1.922995 0.018 0.283 -1.478
H -2.404440 -3.834167 -6.377224 -0.027 -0.046 -0.047
C -4.070466 -1.607074 -0.231407 -0.038 -0.013 0.007
C 2.648784 -2.376556 1.134815 -0.334 0.159 -0.669
C -0.230751 0.888896 3.183915 1.778 0.019 -1.121
C -1.837900 -3.220274 -5.692260 -0.036 -0.017 -0.052
C 2.016100 -1.652858 2.150486 -0.269 0.460 -0.530
H -3.160201 -3.563948 -4.041862 -0.052 -0.043 0.033
C 3.670923 -3.380752 1.502414 0.159 -0.115 0.041
C 0.367496 -0.872732 -2.906342 1.059 -0.740 0.908
H 1.446838 7.581278 -2.742562 0.033 0.039 -0.060
C 0.187696 3.412055 2.727084 -0.267 0.839 -0.484
H 2.325003 -4.908098 2.163802 -0.133 -0.010 0.017
C -1.787933 -1.734169 0.479078 0.649 0.235 0.037
C -0.692044 -2.574481 -6.122776 -0.002 0.002 -0.113
H 0.567624 -1.175890 5.069247 -0.094 -0.080 0.261
H -0.463911 1.192732 -4.782547 -0.110 -0.089 -0.222
H -0.619967 8.643458 -1.902502 0.007 0.072 -0.004
C -2.569310 0.240237 -0.493366 0.614 0.431 0.079
N 0.599147 1.189839 -1.648759 -0.149 -0.890 1.213
C -1.355220 6.840230 -1.008909 -0.035 0.076 -0.001
C 1.892150 -2.810790 -2.348586 0.615 -0.896 0.681
C 5.697743 -5.148760 2.208108 0.052 -0.061 -0.010
H 6.483933 -5.835876 2.480845 0.073 -0.076 0.043
C 0.608685 -0.240088 3.060537 -0.928 0.876 0.057
C 2.313019 -2.229474 -0.221190 -0.197 0.403 1.071
H -5.280941 0.591078 4.697841 -0.127 -0.013 0.085
C -1.112129 5.502686 -0.760882 0.039 -0.066 -0.114
C -1.496283 -0.441609 0.064541 0.917 -0.101 -0.031
H 1.862704 5.188376 -2.326764 0.112 -0.049 -0.052
F -0.789430 -2.457248 1.048989 -0.496 -0.150 -0.089
Fe 0.640181 0.246065 0.153585 -1.293 -0.524 -0.319
F -3.250135 -3.600294 0.733173 0.059 0.250 -0.034
H 7.045636 -3.617172 1.543290 0.093 -0.025 -0.011
H -4.093880 2.751442 4.861681 -0.052 0.075 0.029
C 1.170415 -1.642621 -2.003467 -1.134 1.194 -0.614
H -0.252850 3.632054 -3.703670 -0.068 0.150 -0.108
N 0.233747 1.926115 1.027587 0.581 -0.325 -0.122
H -1.857956 -2.171326 -2.478517 0.001 -0.010 0.114
H -0.360143 -2.688641 -7.144554 0.030 -0.002 -0.072
H 5.246108 -2.065486 0.902350 0.023 0.085 -0.034
N 1.434238 -1.295763 -0.722372 0.046 0.564 0.421
H 2.352089 -2.869513 3.984212 0.180 -0.149 0.148
C 0.032879 -1.780482 -5.248693 0.041 0.067 0.034
C 5.007030 -3.034064 1.317073 -0.086 -0.040 0.069
C 0.365534 2.508579 -1.881162 -0.116 0.464 0.271
H -1.830347 4.909825 -0.214619 -0.050 -0.056 0.090
C 4.371208 -5.507626 2.377555 -0.018 -0.056 0.058
F -5.283823 -2.162949 -0.378572 0.345 0.166 0.058
C -3.558347 1.861330 4.566859 -0.151 0.044 0.046
H 0.929239 -1.280804 -5.584173 0.122 0.062 -0.040
F -2.376290 1.509557 -0.920287 -0.265 -0.222 0.010
C 0.316782 3.488141 -0.884185 -0.009 -0.661 0.325
C 2.640228 -3.155903 -1.246742 -0.293 -0.036 -1.161
C -3.521719 -0.499425 4.140846 -0.409 0.099 0.182
C 0.084904 2.061937 2.364569 -0.403 -1.183 -0.123
H -4.035700 -1.446034 4.071348 -0.035 -0.115 0.031
C 0.051518 4.893981 -1.231933 -0.042 0.378 -0.103
C 3.359217 -4.625805 2.034835 0.004 0.054 -0.080
C -0.375104 -1.637146 -3.929865 0.004 -0.103 -0.310
C -1.513534 0.814040 3.814660 -0.944 -0.004 1.088
C -0.043462 2.685280 -3.244900 -0.027 -0.217 0.026
C -0.433864 7.595399 -1.718141 -0.022 0.010 -0.028
C 1.863145 -2.040040 3.516461 -0.271 0.302 0.369
C -4.222820 0.644546 4.498745 0.142 -0.148 -0.050
C 0.719932 6.997008 -2.197100 0.028 0.094 -0.081
C 0.333834 3.191528 0.493643 0.114 -0.161 -0.528
H 4.120725 -6.478248 2.779626 -0.016 -0.078 0.039
F -4.847718 0.415905 -1.171168 0.270 -0.170 0.104
C -2.184575 -0.427039 3.826522 0.471 0.400 -0.178
C -1.531456 -2.291079 -3.502735 0.053 0.070 -0.049
H 0.194881 3.810394 3.723599 -0.075 0.034 0.161
C -0.160255 1.445394 -3.786652 0.042 0.094 0.073
H -2.262647 7.295467 -0.639628 -0.069 0.040 0.007
C -2.260364 -3.071517 -4.381272 -0.076 -0.011 0.015
H 1.867941 -3.293531 -3.306017 -0.032 -0.124 -0.165
C 0.956290 5.652567 -1.968060 -0.012 -0.145 0.089
C 0.334813 4.127409 1.549972 0.015 -0.219 0.857
C -2.229557 1.954179 4.220201 0.226 -0.246 -0.028

---

No. 2
9
Properties=species:S:1:pos:R:3:forces:R:3 method="wB97M-V/def2-TZVPD" e_tot_ha=-1562.99999 spin_multiplicity=3 mol_weight_da=163.01 homo_lumo_gap_ha="0.2477 / 0.1879" total_charge=-1 homo_energy_ev="-3.266 / -3.634"
Cl 1.589628 1.197374 -1.392334 -0.094 1.199 -1.514
O -1.053295 -2.100092 0.380388 -0.405 -1.295 1.547
C 2.167651 0.068798 -0.311473 -0.315 -0.793 1.056
N -1.185298 0.518597 0.540073 -1.831 -1.100 -5.162
H -0.894849 0.294054 1.393647 1.677 -0.678 4.590
H -0.729225 1.337597 0.178893 0.484 0.136 -0.069
S -0.554769 -1.008574 -0.395465 -0.940 2.348 -1.803
Cl 1.858132 0.593343 1.328300 0.696 -0.075 0.610
O -1.197976 -0.901096 -1.722028 0.728 0.257 0.745

---

No. 3
108
Properties=species:S:1:pos:R:3:forces:R:3 method="wB97M-V/def2-TZVPD" e_tot_ha=-8510.52889 de_lowest_kj_mol=64.1 mol_weight_da=1110.05 homo_lumo_gap_ha=0.2474 total_charge=+2 homo_energy_ev=-13.380
H -0.655589 -2.605147 2.050319 -0.021 0.028 -0.030
H 2.217835 2.134154 -0.116135 -0.141 0.000 -0.088
Br -0.463363 4.177049 1.412455 0.015 0.057 -0.163
C -1.274993 2.596499 -4.090054 0.123 0.011 0.195
H 2.053360 -3.596678 1.453066 -0.015 -0.009 0.005
H -3.660509 -1.511021 1.063959 -0.009 -0.018 -0.027
F -0.331519 5.912944 3.784166 -0.001 -0.037 -0.063
C -0.616229 -3.226278 1.164519 0.047 -0.085 -0.025
C -4.200864 4.013123 -0.238652 -0.049 -0.085 -0.194
C 1.091286 -2.460604 4.310130 0.012 0.000 -0.015
N -3.527766 3.687388 -1.507855 -0.431 0.460 0.200
H -4.330413 0.374551 -4.099837 0.002 -0.009 0.068
H -0.480086 -3.354204 5.463433 0.005 0.024 -0.051
C 1.153245 2.241752 4.681226 -0.063 -0.133 -0.056
H -1.483055 0.293610 3.467600 0.004 0.036 0.013
H -0.701991 1.679803 -4.268052 0.010 -0.008 0.021
H 6.307854 -3.137252 1.551928 -0.057 0.014 -0.010
H 1.814836 -3.228688 4.554191 -0.022 0.018 -0.007
H 5.752972 1.162875 3.194897 -0.040 0.008 -0.048
H 3.436615 0.567866 3.694494 0.000 0.004 0.031
C 3.666254 1.029533 2.746416 0.045 0.038 -0.026
C 1.450870 -1.748366 -2.036344 0.020 0.501 0.104
N -3.427027 -0.806034 -0.878074 -0.167 -0.071 0.342
P -2.383299 2.570797 -1.617941 0.573 -0.231 0.715
C 0.551350 -0.395666 3.211604 -0.207 -0.252 0.034
C 4.979227 1.372228 2.465737 0.001 -0.011 0.035
C -4.878749 -0.709766 -1.104003 0.096 -0.160 -0.008
H -3.537374 4.125673 -3.581997 0.042 -0.016 0.050
H 4.547395 2.747987 -0.599299 -0.006 0.001 0.022
H 6.119286 -1.008545 0.301481 -0.047 -0.035 0.002
C 0.176683 3.714870 3.098994 0.104 -0.221 -0.042
C -3.685331 -0.408922 -4.483066 0.130 -0.088 0.050
C 0.074649 -2.823195 0.033507 -0.040 0.245 0.152
H -2.019352 -1.069668 0.663781 0.102 0.008 -0.034
H -1.634497 -6.243895 0.019554 0.008 0.033 -0.006
C -1.127695 -1.544090 4.507502 0.030 0.020 -0.036
C 4.302921 2.258389 0.334990 0.012 0.073 0.083
P -2.486909 -0.179480 -2.048079 0.834 -0.044 0.202
H 4.271929 -4.427265 2.114785 0.012 0.040 -0.026
H 2.481550 -1.337583 3.136486 0.086 0.009 -0.002
O -1.014126 -0.121683 -1.647078 -0.981 0.007 0.119
H 0.676518 3.865231 -2.865475 -0.022 0.013 -0.016
H -2.134868 -1.602380 4.899651 0.022 0.016 0.001
H -5.238985 3.675699 -0.255304 -0.013 -0.016 -0.032
H -1.789944 -4.804401 2.022602 0.026 -0.004 -0.029
H -5.123374 -0.910376 -2.146329 0.065 0.007 0.010
C 3.981375 -1.095187 0.182163 0.089 -0.282 -0.024
H -2.384524 -2.791581 -4.327681 -0.007 0.009 -0.009
P 0.910459 1.042662 2.202952 0.104 0.637 -0.560
C 4.189986 -3.489230 1.578855 0.025 0.006 0.032
H -1.210379 -1.520558 -4.733389 0.009 0.015 0.000
H -3.115251 -0.008627 -5.324675 0.028 -0.003 -0.003
C 2.181230 -1.069218 -2.996172 -0.063 -0.087 0.000
C -1.154912 -5.273214 0.022611 0.030 0.016 -0.045
H 2.559612 -0.070499 -2.815335 0.004 -0.004 0.024
H -5.264328 0.276829 -0.832575 0.014 0.010 0.023
O -1.888607 2.174721 -0.252115 0.101 0.048 -0.154
H 2.141515 -3.479894 -5.370542 -0.001 0.011 0.038
C 5.332994 -2.764439 1.261130 -0.038 -0.028 0.007
C 5.228947 -1.570176 0.558354 -0.034 -0.015 0.010
C 5.299559 1.990389 1.264569 -0.038 0.036 -0.070
H -1.192452 -2.273139 -3.138831 0.084 -0.039 0.160
N -2.777987 -0.926534 -3.447000 0.098 0.137 -0.624
C 1.471833 -1.393426 3.506493 -0.126 -0.043 0.107
F 1.681563 1.076742 5.069492 0.027 0.075 0.027
H 3.909798 -0.168001 -0.368534 0.013 -0.101 -0.035
As 1.140294 -1.258244 -0.210438 -0.233 0.202 0.505
H -5.118454 3.679205 -2.911494 -0.016 -0.020 0.017
H -5.377180 -1.464087 -0.498511 -0.002 -0.012 0.012
C 0.162638 3.177927 -2.193416 -0.150 0.238 -0.084
C 1.127041 3.230258 5.642230 0.133 -0.062 0.289
H -0.855727 3.395379 -4.699714 0.027 0.031 0.010
C 2.426626 -1.700880 -4.207778 -0.017 -0.008 -0.003
H -4.189322 5.093020 -0.096322 0.002 0.028 -0.025
H -3.227386 0.202072 0.987907 -0.017 0.182 0.063
H -3.692261 3.545925 0.598204 0.086 -0.031 -0.040
C 2.935648 -3.022401 1.206993 0.187 -0.006 -0.068
C -3.055018 -0.773686 0.535903 -0.200 -0.122 -0.065
C -4.184958 4.208690 -2.710883 0.081 0.041 0.085
C -0.452065 -4.855174 -1.102470 -0.100 -0.180 -0.033
C 1.943454 -2.986643 -4.427196 -0.046 -0.057 0.036
F 0.606367 5.424637 6.241015 -0.030 -0.022 -0.048
C 0.677975 2.438181 3.383714 -0.229 -0.061 0.153
C 2.660907 1.288236 1.812470 0.095 -0.110 0.162
Pd -0.243184 0.712083 0.245218 0.209 -0.560 -0.871
H 3.002856 -1.198213 -4.973971 -0.034 -0.017 0.007
H 6.324488 2.271674 1.057833 -0.027 -0.010 -0.008
C -0.198767 -2.533036 4.815256 0.000 -0.015 0.054
C -0.757509 -0.478054 3.703167 0.082 -0.088 -0.038
H 0.843738 -4.651555 -3.639923 0.045 0.040 -0.011
F 1.596765 2.988422 6.854973 -0.016 -0.015 -0.041
C 1.212074 -3.650122 -3.448810 0.019 -0.128 -0.203
C 0.622536 4.471357 5.332050 -0.007 0.249 0.212
C -1.834487 -1.934271 -3.937709 -0.284 -0.075 -0.046
H 0.710785 2.230811 -2.185132 0.026 -0.108 0.006
O -3.052360 1.297804 -2.354268 -0.281 0.001 0.134
H -0.390524 -5.503216 -1.969226 -0.021 0.018 0.060
H -4.311296 -1.222627 -4.848189 0.007 -0.042 0.000
C -1.241671 -4.465709 1.152288 -0.011 -0.027 -0.062
C 2.987890 1.905702 0.606528 0.057 0.172 0.118
C 2.840566 -1.822085 0.511052 0.103 0.293 0.089
C 0.169550 -3.615196 -1.106001 0.144 0.014 -0.404
C 0.953366 -3.030187 -2.234800 -0.182 -0.333 0.147
C 0.146294 4.707306 4.057256 -0.050 0.160 -0.016
H -2.297310 2.424487 -4.411969 -0.034 0.028 0.036
N -1.209303 2.982169 -2.670132 0.331 -0.077 -0.427
H -4.405905 5.265020 -2.568057 0.002 0.026 0.020
H 0.183673 3.616569 -1.197321 -0.062 -0.072 -0.050